Entry 1:
ORCA calculation (the ωB97M-V functional and the def2-TZVPD basis) on a cluster of 9 separate species, C12H42O9 in total in a non-equilibrium geometry.

Computed properties:
Energy relative to the best compared isomer or geometry (same formula, charge and spin) in eV: 4.649
SMILES: CCO.CCO.CCO.CO.CO.CO.CO.CO.CO
Electronic energy in Eh: -1159.39577
E_HOMO in eV: -9.7
Kohn-Sham gap in eV: 10.27

Geometry as ORCA input:
```
! wB97M-V def2-TZVPD RIJCOSX def2/J DEFGRID3
* xyz 0 1
C 10.72 9.81 10.42
C 9.29 9.28 10.82
O 8.38 10.13 10.04
H 10.97 9.50 9.42
H 11.47 9.35 11.08
H 10.86 10.89 10.49
H 9.01 9.35 11.88
H 9.29 8.23 10.58
H 7.47 10.03 10.35
C 9.78 15.12 10.09
C 9.04 13.92 9.61
O 9.30 12.86 10.53
H 10.86 15.02 9.99
H 9.58 15.24 11.15
H 9.48 16.03 9.54
H 9.40 13.72 8.57
H 7.96 14.04 9.56
H 8.97 12.01 10.22
C 6.62 11.68 12.84
C 5.43 10.94 12.31
O 5.84 10.29 11.08
H 7.38 10.93 13.00
H 6.37 12.16 13.80
H 6.92 12.49 12.14
H 4.59 11.62 12.05
H 5.08 10.16 12.98
H 5.05 9.95 10.65
C 13.02 8.72 6.48
O 12.96 9.34 7.77
H 13.64 7.82 6.56
H 12.04 8.37 6.22
H 13.40 9.40 5.71
H 12.42 10.12 7.68
C 9.85 7.33 14.37
O 9.23 7.16 13.13
H 10.82 6.86 14.38
H 10.05 8.37 14.72
H 9.24 6.83 15.11
H 9.84 7.51 12.48
C 9.36 10.78 6.87
O 8.06 10.93 6.29
H 9.80 9.80 6.64
H 9.98 11.60 6.54
H 9.25 10.80 7.95
H 8.16 10.78 5.35
C 6.31 6.96 11.36
O 5.70 5.88 10.75
H 6.99 6.64 12.14
H 6.84 7.59 10.65
H 5.59 7.66 11.73
H 5.46 6.08 9.85
C 10.39 12.41 13.78
O 10.02 11.07 13.67
H 9.92 13.06 13.00
H 10.16 12.85 14.75
H 11.45 12.55 13.66
H 10.66 10.67 14.28
C 12.34 6.29 10.13
O 11.73 6.58 11.39
H 11.59 6.19 9.38
H 12.95 7.18 9.95
H 12.96 5.40 10.19
H 11.66 5.72 11.82
*
```


Entry 2:
ORCA calculation (the ωB97M-V functional and the def2-TZVPD basis) on a cluster of 2 separate species, C5H15NO in total in a non-equilibrium geometry.

Computed properties:
Energy relative to the best compared isomer or geometry (same formula, charge and spin) in eV: 0.000
⟨S²⟩: 0.754
Electronic energy in Eh: -329.19627
E_HOMO (alpha / beta) in eV: -15.5 / -15.5
Kohn-Sham gap (alpha / beta) in eV: 12.74 / 8.50

Geometry as ORCA input:
```
! wB97M-V def2-TZVPD RIJCOSX def2/J DEFGRID3
* xyz 1 2
C -0.62 0.86 1.87
C -1.12 -0.57 1.66
C 0.65 1.19 1.09
N 0.68 0.74 -0.26
C -0.35 0.97 -1.21
C -0.43 -0.18 -2.20
H -0.35 0.97 2.93
H -1.38 1.61 1.74
H -2.05 -0.73 2.21
H -1.28 -0.86 0.63
H -0.44 -1.24 2.19
H 0.76 2.30 1.07
H 1.59 0.91 1.57
H 1.54 0.30 -0.60
H -0.19 1.99 -1.62
H -1.30 1.10 -0.70
H 0.40 -0.12 -2.92
H -1.33 -0.18 -2.80
H -0.27 -1.09 -1.64
H 1.97 -2.61 -1.77
H 1.94 -3.01 -0.31
O 1.58 -2.36 -0.92
*
```


Entry 3:
ORCA calculation (the ωB97M-V functional and the def2-TZVPD basis) on a cluster of 7 separate species, C14H24Cl9NO9 in total in a non-equilibrium geometry.

Computed properties:
⟨S²⟩: 0.757
Electronic energy in Eh: -5421.02522
E_HOMO (alpha / beta) in eV: -12.8 / -12.8
Kohn-Sham gap (alpha / beta) in eV: 10.26 / 2.79

Geometry as ORCA input:
```
! wB97M-V def2-TZVPD RIJCOSX def2/J DEFGRID3
* xyz 1 2
C 6.43 0.48 1.95
C 5.25 -0.03 1.21
N 4.31 -0.34 0.65
H 6.54 0.18 2.99
H 6.31 1.56 1.98
H 7.44 0.32 1.56
C 2.70 -0.90 -2.93
O 1.79 -1.91 -2.53
C 0.55 -1.86 -2.98
O 0.07 -1.02 -3.67
O -0.01 -3.01 -2.59
C -1.38 -3.22 -2.89
H 2.40 0.14 -2.78
H 3.15 -1.01 -3.91
H 3.55 -1.08 -2.28
H -1.64 -3.18 -3.95
H -2.00 -2.43 -2.47
H -1.78 -4.18 -2.58
C -1.55 2.47 -2.92
O -1.34 3.34 -4.00
C -0.89 2.86 -5.24
O -0.53 1.66 -5.46
O -0.82 3.91 -6.21
C -0.98 5.24 -5.84
H -0.78 1.76 -2.63
H -2.51 1.97 -3.05
H -1.69 3.13 -2.06
H -1.71 5.49 -5.08
H -1.15 5.78 -6.76
H 0.03 5.57 -5.57
C -2.37 1.91 7.47
O -1.57 0.88 7.05
C -1.84 0.23 5.92
O -2.54 0.68 5.00
O -1.37 -1.04 6.01
C -1.36 -1.82 4.88
H -1.99 2.32 8.40
H -3.36 1.54 7.77
H -2.47 2.67 6.70
H -1.05 -2.85 5.08
H -0.67 -1.41 4.13
H -2.27 -1.90 4.29
C -4.06 0.28 1.77
Cl -5.49 -0.64 2.30
Cl -4.50 2.04 1.69
Cl -3.62 -0.26 0.13
H -3.25 0.12 2.48
C 2.23 -4.65 -0.90
Cl 3.23 -5.09 0.53
Cl 0.88 -5.86 -1.04
Cl 3.17 -4.66 -2.50
H 1.75 -3.70 -0.67
C 0.66 -0.07 0.74
Cl -0.42 0.46 2.17
Cl 0.53 1.07 -0.67
Cl 0.29 -1.79 0.33
H 1.72 -0.13 0.99
*
```


Entry 4:
ORCA calculation (the ωB97M-V functional and the def2-TZVPD basis) on the molecule C8H4F4OS in a non-equilibrium geometry.

Computed properties:
Energy relative to the best compared isomer or geometry (same formula, charge and spin) in eV: 0.000
Electronic energy in Eh: -1180.06207
E_HOMO (alpha / beta) in eV: -9.3 / -8.9
Kohn-Sham gap (alpha / beta) in eV: 8.16 / 8.35

Geometry as ORCA input:
```
! wB97M-V def2-TZVPD RIJCOSX def2/J DEFGRID3
* xyz 0 1
C -2.30 0.70 -0.06
C -2.44 -0.68 0.00
C -1.04 1.28 0.03
C -1.32 -1.48 0.17
C 0.08 0.48 0.18
C -0.06 -0.90 0.29
C 1.45 1.11 0.25
C 2.51 0.24 -0.40
O 1.24 -3.05 -0.40
F 1.81 1.30 1.56
F 1.43 2.37 -0.29
F 2.43 0.13 -1.73
F 3.77 0.48 -0.04
S 1.37 -1.97 0.57
H -3.17 1.32 -0.19
H -3.41 -1.13 -0.09
H -0.92 2.35 -0.05
H -1.42 -2.56 0.20
*
```


Entry 5:
ORCA calculation (the ωB97M-V functional and the def2-TZVPD basis) on a structure of composition C20H24AsF6N6O2S2Tl in a non-equilibrium geometry.

Computed properties:
Energy relative to the best compared isomer or geometry (same formula, charge and spin) in eV: 2.298
Electronic energy in Eh: -5059.47274
E_HOMO in eV: -0.9
Kohn-Sham gap in eV: 5.26

Geometry as ORCA input:
```
! wB97M-V def2-TZVPD RIJCOSX def2/J DEFGRID3
* xyz -2 1
Tl 0.36 -0.39 0.00
C -0.48 3.80 -2.47
C -1.30 2.55 -2.30
C -1.39 1.59 -3.30
C -2.09 0.41 -3.10
C -2.70 0.17 -1.88
C -2.62 1.12 -0.86
C -1.93 2.30 -1.08
H -1.10 4.69 -2.31
H -0.03 3.85 -3.46
H 0.30 3.80 -1.71
H -0.89 1.77 -4.25
H -2.13 -0.34 -3.88
H -3.22 -0.77 -1.71
H -3.08 0.92 0.10
H -1.86 3.03 -0.29
S 3.65 -2.01 -0.46
C 3.02 -2.62 1.02
C 3.05 -4.03 1.13
N 3.13 -5.18 1.15
C 2.61 -1.85 2.08
S 2.64 -0.09 2.06
C 2.28 -2.43 3.32
N 2.03 -2.83 4.37
N 0.23 1.80 4.02
C 0.75 2.97 3.70
N 0.95 3.90 4.72
N 1.04 3.39 2.49
C 0.87 2.72 1.38
N 0.79 2.37 0.27
H 0.06 1.58 4.99
H 0.50 0.99 3.42
H 1.14 3.50 5.62
H 1.56 4.65 4.45
C 2.23 0.55 -2.76
As 1.63 -1.07 -3.63
C 3.13 -2.28 -3.88
C 1.31 -0.49 -5.49
O 0.30 -1.81 -3.08
H 2.86 1.12 -3.44
H 2.80 0.27 -1.87
H 1.37 1.14 -2.45
H 3.99 -1.76 -4.32
H 2.81 -3.11 -4.52
H 3.40 -2.66 -2.90
H 2.16 0.09 -5.87
H 0.40 0.11 -5.54
H 1.18 -1.38 -6.11
C -1.45 -2.67 2.99
C -2.20 -1.43 2.47
O -1.52 -0.58 1.74
C -2.79 -0.69 3.72
F -3.42 0.46 3.40
F -3.71 -1.40 4.45
F -1.82 -0.36 4.60
C -3.45 -1.98 1.69
F -3.08 -2.58 0.54
F -4.34 -1.02 1.34
F -4.18 -2.91 2.36
H -0.54 -2.35 3.50
H -1.16 -3.29 2.14
H -2.06 -3.25 3.68
*
```


Entry 6:
ORCA calculation (the ωB97M-V functional and the def2-TZVPD basis) on a structure of composition C34H31AsN5O6S2Ti.

Computed properties:
Energy relative to the best compared isomer or geometry (same formula, charge and spin) in eV: 1.954
Electronic energy in Eh: -5921.18965
E_HOMO in eV: -3.3
Kohn-Sham gap in eV: 5.15

Geometry as ORCA input:
```
! wB97M-V def2-TZVPD RIJCOSX def2/J DEFGRID3
* xyz -1 1
Ti 0.74 0.41 0.68
N -2.03 2.09 3.79
C -0.94 1.67 3.00
S -0.92 2.32 1.36
N -0.09 0.88 3.53
N 0.89 0.41 2.68
C 2.04 0.07 3.30
C 3.26 -0.34 2.83
C 4.33 -0.49 3.80
C 5.63 -0.48 3.46
C 5.97 -0.29 2.07
C 5.02 -0.35 1.14
N 3.67 -0.61 1.48
H -2.26 3.05 3.60
H -1.83 1.93 4.77
H 1.99 0.16 4.39
H 4.03 -0.55 4.84
H 6.41 -0.54 4.21
H 6.99 -0.08 1.76
H 5.19 -0.25 0.08
O 4.78 3.76 -2.79
C 4.67 4.20 -1.63
O 5.10 5.25 -1.12
C 3.72 3.38 -0.71
C 3.54 3.73 0.63
C 2.66 3.01 1.41
N 2.00 2.00 0.84
C 2.16 1.59 -0.39
C 3.04 2.29 -1.23
C 2.91 -1.28 0.53
O 3.37 -1.73 -0.50
O 1.64 -1.34 0.88
H 4.10 4.57 1.02
H 2.45 3.22 2.45
H 3.25 2.04 -2.26
O -1.02 -0.59 0.89
As -2.24 -1.02 -0.15
C -2.74 0.18 -1.58
C -2.78 -0.29 -2.89
C -3.18 0.57 -3.91
C -3.52 1.88 -3.62
C -3.48 2.34 -2.31
C -3.10 1.49 -1.28
C -1.85 -2.74 -0.91
C -0.57 -3.24 -0.65
C -0.22 -4.48 -1.17
C -1.12 -5.21 -1.94
C -2.39 -4.71 -2.18
C -2.76 -3.47 -1.67
C -3.78 -1.15 1.00
C -4.61 -2.26 1.04
C -5.67 -2.29 1.93
C -5.90 -1.22 2.78
C -5.05 -0.12 2.76
C -3.98 -0.08 1.87
H -2.48 -1.30 -3.13
H -3.20 0.21 -4.93
H -3.82 2.55 -4.42
H -3.73 3.37 -2.08
H -3.04 1.86 -0.27
H 0.14 -2.67 -0.07
H 0.78 -4.86 -0.98
H -0.84 -6.17 -2.34
H -3.10 -5.27 -2.78
H -3.75 -3.08 -1.88
H -4.42 -3.12 0.41
H -6.32 -3.16 1.97
H -6.72 -1.24 3.48
H -5.19 0.71 3.44
H -3.29 0.76 1.90
C 2.18 -0.54 -3.07
S 0.43 -0.23 -2.87
C 0.33 1.50 -3.32
O 0.13 -0.30 -1.39
H 2.41 -0.37 -4.12
H 2.36 -1.57 -2.78
H 2.76 0.11 -2.42
H 1.17 2.08 -2.92
H -0.61 1.86 -2.89
H 0.29 1.56 -4.41
*
```


Entry 7:
ORCA calculation (the ωB97M-V functional and the def2-TZVPD basis) on the molecule C10H15B in a non-equilibrium geometry.

Computed properties:
Energy relative to the best compared isomer or geometry (same formula, charge and spin) in eV: 4.259
Electronic energy in Eh: -414.65352
E_HOMO (alpha / beta) in eV: -7.6 / -7.6
Kohn-Sham gap (alpha / beta) in eV: 7.37 / 7.37

Geometry as ORCA input:
```
! wB97M-V def2-TZVPD RIJCOSX def2/J DEFGRID3
* xyz 0 1
B -0.83 -1.24 0.36
C 2.97 -0.51 -0.25
C -1.55 1.05 1.04
C 2.05 0.68 -0.49
C -0.37 1.24 0.05
C 2.05 -1.68 0.19
C -2.06 -0.44 1.07
C 0.87 0.38 0.36
C 0.66 -1.10 0.33
C -2.69 -1.04 -0.05
C -2.92 -0.18 -1.28
H 3.55 -0.90 -1.14
H 3.81 -0.35 0.47
H -1.18 1.28 2.00
H -2.43 1.79 0.73
H 2.68 1.67 -0.45
H 1.65 0.59 -1.44
H -0.71 1.13 -0.93
H 0.08 2.19 0.19
H 2.03 -2.53 -0.47
H 2.47 -1.96 1.20
H -2.31 -0.78 2.02
H 1.14 0.70 1.36
H -3.60 -0.73 -1.92
H -1.97 -0.05 -1.71
H -3.39 0.81 -1.21
*
```


Entry 8:
ORCA calculation (the ωB97M-V functional and the def2-TZVPD basis) on a structure of composition C39H45AsN8O3SSeSi2Zn.

Computed properties:
Energy relative to the best compared isomer or geometry (same formula, charge and spin) in eV: 0.000
Electronic energy in Eh: -9570.77060
E_HOMO in eV: -6.4
Kohn-Sham gap in eV: 5.41

Geometry as ORCA input:
```
! wB97M-V def2-TZVPD RIJCOSX def2/J DEFGRID3
* xyz 0 1
Zn -0.42 -0.17 -0.85
Se -6.42 2.17 -5.30
N -5.81 2.72 -3.71
C -4.81 1.93 -3.40
C -4.03 2.07 -2.17
C -4.32 3.03 -1.20
C -3.52 3.10 -0.08
C -2.45 2.22 0.04
N -2.18 1.30 -0.87
C -2.96 1.20 -1.95
C -2.65 0.12 -2.91
N -1.63 -0.68 -2.61
C -1.30 -1.65 -3.44
C -1.98 -1.88 -4.63
C -3.04 -1.06 -4.95
C -3.39 -0.03 -4.08
C -4.49 0.89 -4.35
N -5.23 0.85 -5.42
H -5.15 3.70 -1.35
H -3.70 3.84 0.69
H -1.78 2.26 0.89
H -0.46 -2.27 -3.14
H -1.67 -2.68 -5.29
H -3.61 -1.19 -5.87
C 4.97 -4.15 3.83
C 4.16 -3.75 2.63
C 4.58 -4.09 1.34
C 3.81 -3.76 0.24
C 2.62 -3.06 0.41
C 2.20 -2.70 1.67
C 2.97 -3.06 2.77
S 1.71 -2.61 -1.05
O 2.37 -1.45 -1.59
O 1.66 -3.79 -1.89
N 0.26 -2.16 -0.54
C -0.56 -3.14 0.01
C -0.22 -4.46 0.23
C -1.11 -5.38 0.80
C -2.37 -5.03 1.17
C -2.77 -3.69 0.98
C -4.06 -3.24 1.34
C -4.41 -1.93 1.16
C -3.44 -1.07 0.61
N -2.24 -1.44 0.25
C -1.88 -2.74 0.41
H 6.03 -4.26 3.58
H 4.63 -5.11 4.22
H 4.89 -3.42 4.63
H 5.51 -4.62 1.20
H 4.13 -4.04 -0.76
H 1.27 -2.16 1.79
H 2.63 -2.80 3.77
H 0.76 -4.82 -0.07
H -0.77 -6.40 0.94
H -3.06 -5.74 1.60
H -4.76 -3.95 1.76
H -5.38 -1.56 1.42
H -3.69 -0.02 0.48
N -0.07 0.30 1.37
C 0.31 0.45 2.46
N 0.77 0.61 3.68
C 0.22 -0.15 4.81
C 1.35 -0.43 5.78
O 2.00 0.76 6.16
C 2.60 1.39 5.04
C 1.55 1.80 4.03
H -0.23 -1.07 4.43
H -0.56 0.45 5.30
H 2.07 -1.11 5.32
H 0.96 -0.89 6.69
H 3.32 0.71 4.57
H 3.12 2.27 5.42
H 2.01 2.19 3.13
H 0.88 2.56 4.45
C 3.29 1.26 0.74
Si 2.36 2.52 -0.31
C 1.30 3.61 0.83
C 3.69 3.64 -1.01
As 1.21 1.39 -1.95
Si 0.20 3.12 -3.12
C -0.75 2.29 -4.54
C 1.48 4.22 -3.94
C -0.98 4.31 -2.22
H 3.88 1.78 1.52
H 3.99 0.72 0.10
H 2.66 0.51 1.21
H 1.91 4.06 1.62
H 0.50 3.04 1.29
H 0.85 4.42 0.26
H 4.28 4.08 -0.20
H 3.30 4.45 -1.62
H 4.36 3.06 -1.64
H -0.17 2.39 -5.46
H -1.73 2.76 -4.72
H -0.89 1.23 -4.38
H 2.30 3.63 -4.34
H 1.89 4.96 -3.25
H 1.01 4.77 -4.76
H -1.08 4.08 -1.16
H -1.97 4.32 -2.67
H -0.58 5.33 -2.29
*
```


Entry 9:
ORCA calculation (the ωB97M-V functional and the def2-TZVPD basis) on a cluster of 2 separate species, C3H2BrO2S in total in a non-equilibrium geometry.

Computed properties:
Energy relative to the best compared isomer or geometry (same formula, charge and spin) in eV: 0.550
Electronic energy in Eh: -3238.12909
E_HOMO in eV: -4.5
Kohn-Sham gap in eV: 8.14

Geometry as ORCA input:
```
! wB97M-V def2-TZVPD RIJCOSX def2/J DEFGRID3
* xyz -1 1
C -1.50 -0.20 0.57
C -1.15 -1.58 0.49
C -1.46 -0.74 -0.64
O 2.31 -0.22 -1.10
O 2.58 0.27 1.34
S 1.70 -0.02 0.21
Br 0.49 2.08 -0.07
H -1.50 0.81 0.86
H -1.47 -0.40 -1.64
*
```


Entry 10:
ORCA calculation (the ωB97M-V functional and the def2-TZVPD basis) on a cluster of 2 separate species, CH3I2P in total in a non-equilibrium geometry.

Computed properties:
Energy relative to the best compared isomer or geometry (same formula, charge and spin) in eV: 2.614
SMILES: C=P.II
Electronic energy in Eh: -976.58358
E_HOMO in eV: -9.3
Kohn-Sham gap in eV: 7.95

Geometry as ORCA input:
```
! wB97M-V def2-TZVPD RIJCOSX def2/J DEFGRID3
* xyz 0 1
C 1.56 -0.08 0.95
P 1.20 1.25 -0.09
I -3.51 0.34 -0.32
I -4.14 -1.45 -2.06
H 1.28 0.11 1.99
H 1.84 -1.06 0.81
H 1.78 0.88 -1.29
*
```


Entry 11:
ORCA calculation (the ωB97M-V functional and the def2-TZVPD basis) on a cluster of 2 separate species, C6H4FN3S in total in a non-equilibrium geometry.

Computed properties:
⟨S²⟩: 2.020
Electronic energy in Eh: -893.22772
E_HOMO (alpha / beta) in eV: -9.0 / -9.2
Kohn-Sham gap (alpha / beta) in eV: 9.59 / 6.49

Geometry as ORCA input:
```
! wB97M-V def2-TZVPD RIJCOSX def2/J DEFGRID3
* xyz 0 3
C 3.20 1.27 -0.46
C -2.84 -0.05 -0.22
C -1.73 0.79 -0.17
C -2.55 -1.41 -0.17
C -0.31 -1.00 -0.08
C 3.45 0.77 0.80
N 2.98 1.73 -1.50
N -0.50 0.33 -0.10
N -1.33 -1.87 -0.10
F 4.52 0.03 1.05
S 1.27 -1.61 -0.02
H -3.84 0.33 -0.28
H -1.82 1.87 -0.20
H -3.33 -2.16 -0.20
H 2.82 0.98 1.65
*
```


Entry 12:
ORCA calculation (the ωB97M-V functional and the def2-TZVPD basis) on a structure of composition C5H7O3Sc in a non-equilibrium geometry.

Computed properties:
⟨S²⟩: 0.752
Electronic energy in Eh: -1180.79202
E_HOMO (alpha / beta) in eV: -11.8 / -12.2
Kohn-Sham gap (alpha / beta) in eV: 6.85 / 7.16

Geometry as ORCA input:
```
! wB97M-V def2-TZVPD RIJCOSX def2/J DEFGRID3
* xyz 1 2
C -2.73 -0.42 2.06
H -3.57 0.28 1.86
H -2.76 -0.88 3.06
C -2.14 -0.94 0.96
H -1.83 -1.99 1.08
C 1.47 1.65 1.60
C 1.61 0.39 1.20
O 0.91 -0.03 0.05
C 1.36 -1.05 -0.69
O 2.39 -1.63 -0.59
O 0.35 -1.34 -1.52
H 2.14 2.03 2.37
H 0.69 2.29 1.18
H 2.33 -0.33 1.59
H 0.56 -2.07 -2.11
Sc -1.53 0.13 -0.89
*
```


Entry 13:
ORCA calculation (the ωB97M-V functional and the def2-TZVPD basis) on the molecule C10H7IO5 in a non-equilibrium geometry.

Computed properties:
SMILES: O=C1O[C@@H](OC(=O)c2ccccc2)[C@H](I)O1
Electronic energy in Eh: -1058.69983
E_HOMO in eV: -9.3
Kohn-Sham gap in eV: 8.29

Geometry as ORCA input:
```
! wB97M-V def2-TZVPD RIJCOSX def2/J DEFGRID3
* xyz 0 1
O 5.60 -0.78 -0.76
C 4.58 0.06 -0.60
O 4.23 0.87 0.61
C 2.87 0.31 0.92
I 1.66 1.29 2.45
C 2.30 0.41 -0.65
O 1.49 -0.82 -0.86
C 0.21 -0.32 -1.40
O 0.15 0.10 -2.69
C -1.21 -0.23 -0.56
C -2.04 1.21 -0.42
C -3.46 1.23 0.41
C -4.11 -0.16 1.08
C -3.23 -1.55 0.89
C -1.79 -1.62 0.10
O 3.48 0.36 -1.56
H 3.17 -0.82 1.16
H 1.66 1.39 -0.74
H -1.59 2.17 -0.92
H -4.03 2.24 0.54
H -5.14 -0.16 1.67
H -3.64 -2.56 1.34
H -1.16 -2.60 -0.02
*
```